Entry 1:
A cluster of 2 separate species, C5H5Cl3N2O in total in a non-equilibrium geometry, computed with ωB97M-V with the def2-TZVPD basis set.

Values from the calculation:
maximum force: 4.7 eV/A
Kohn-Sham gap (alpha / beta): 6.77 / 6.50 eV
LUMO level (alpha / beta): -0.0423 / -0.0468 Ha
energy above the lowest of the compared OMol25 structures with the same formula, charge and spin: 0.0 kcal/mol
E_tot: -47856.99774 eV
charge: 0
HOMO level (alpha / beta): -7.93 / -7.78 eV

Each atom is followed by the atoms it is bonded to, with distances in Å.
Element x y z (Å)
1 C -1.42095 -1.02790 -1.67403  C2 1.355, N6 1.339, H12 1.021
2 C -0.23238 -0.66138 -1.13601  C1 1.355, N7 1.342, H13 1.151
3 C -1.87231 0.07393 0.04309  N6 1.272, N7 1.408, H14 1.078
4 C 0.39437 0.51604 0.93023  N7 1.366, O8 1.314, H15 1.031
5 C 0.41716 2.65086 -0.75010  Cl9 1.753, Cl10 1.767, Cl11 1.824
6 N -2.41780 -0.58925 -0.89535  C1 1.339, C3 1.272
7 N -0.46620 0.04818 -0.02170  C2 1.342, C3 1.408, C4 1.366
8 O 1.68532 0.30285 0.81240  C4 1.314, H16 0.996
9 Cl -0.96941 2.18801 -1.71825  C5 1.753
10 Cl 1.94199 2.20174 -1.52147  C5 1.767
11 Cl 0.40035 4.46582 -0.57307  C5 1.824
12 H -1.71693 -1.53140 -2.51096  C1 1.021
13 H 0.87991 -0.75635 -1.41800  C2 1.151
14 H -2.46222 0.52882 0.82265  C3 1.078
15 H -0.03203 1.05061 1.70199  C4 1.031
16 H 1.85458 0.26931 -0.16809  O8 0.996


Entry 2:
A cluster of 9 separate species, C30H52F2O15S3 in total in a non-equilibrium geometry, computed with ωB97M-V with the def2-TZVPD basis set.

Values from the calculation:
maximum force: 3.2 eV/A
Kohn-Sham gap: 9.25 eV
LUMO level: 0.0219 Ha
energy above the lowest of the compared OMol25 structures with the same formula, charge and spin: 0.0 kcal/mol
E_tot: -100602.49425 eV
charge: 0
HOMO level: -8.66 eV

Each atom is followed by the atoms it is bonded to, with distances in Å.
Element x y z (Å)
1 F 5.48721 2.18800 0.68571  C2 1.366
2 C 4.23172 2.11700 1.21801  F1 1.366, C3 1.400, C7 1.366
3 C 3.25092 1.45446 0.47067  C2 1.400, C4 1.423, H8 1.060
4 C 1.92391 1.41406 0.98302  C3 1.423, C5 1.375, H9 1.081
5 C 1.57666 2.11652 2.11296  C4 1.375, C6 1.379, H10 1.090
6 C 2.56217 2.85693 2.73117  C5 1.379, C7 1.410, H11 1.055
7 C 3.91252 2.84992 2.32535  C2 1.366, C6 1.410, H12 1.053
8 H 3.53746 0.93892 -0.41060  C3 1.060
9 H 1.22825 0.95964 0.29094  C4 1.081
10 H 0.54869 2.01381 2.46022  C5 1.090
11 H 2.32953 3.29722 3.66090  C6 1.055
12 H 4.66875 3.26500 2.92884  C7 1.053
13 F -1.45841 0.71884 -2.38949  C14 1.356
14 C -1.35045 0.43903 -1.06682  F13 1.356, C15 1.400, C19 1.373
15 C -1.80723 1.39459 -0.15070  C14 1.400, C16 1.364, H20 1.093
16 C -1.65246 1.17133 1.18566  C15 1.364, C17 1.369, H21 1.124
17 C -1.09840 -0.01404 1.58808  C16 1.369, C18 1.391, H22 1.085
18 C -0.64950 -0.96136 0.67329  C17 1.391, C19 1.371, H23 1.089
19 C -0.70919 -0.70983 -0.67324  C14 1.373, C18 1.371, H24 1.068
20 H -2.19531 2.34631 -0.52204  C15 1.093
21 H -1.93435 1.93853 1.95720  C16 1.124
22 H -0.94516 -0.18839 2.64806  C17 1.085
23 H -0.22140 -1.92872 0.93368  C18 1.089
24 H -0.40015 -1.51612 -1.30189  C19 1.068
25 C -4.81806 3.21293 2.71681  S26 1.796, H29 1.086, H30 1.075, H31 1.090
26 S -4.43435 4.39408 1.41888  C25 1.796, O27 1.491, C28 1.733
27 O -4.33250 3.54122 0.19967  S26 1.491
28 C -5.98320 5.16526 1.31526  S26 1.733, H32 1.083, H33 1.068, H34 1.092
29 H -4.06497 2.43176 2.66108  C25 1.086
30 H -5.80890 2.80223 2.64669  C25 1.075
31 H -4.61186 3.80123 3.61063  C25 1.090
32 H -5.84853 6.01678 0.65955  C28 1.083
33 H -6.37187 5.51733 2.24568  C28 1.068
34 H -6.63792 4.38618 0.91785  C28 1.092
35 C 1.53026 1.82070 -2.68969  S36 1.752, H39 1.106, H40 1.121, H41 1.066
36 S 2.13346 0.29188 -3.29685  C35 1.752, O37 1.474, C38 1.756
37 O 2.38181 -0.62564 -2.16977  S36 1.474
38 C 0.67428 -0.40212 -3.98340  S36 1.756, H42 1.078, H43 1.087, H44 1.084
39 H 2.43123 2.38772 -2.39063  C35 1.106
40 H 0.86897 1.60069 -1.81176  C35 1.121
41 H 1.01725 2.34099 -3.46603  C35 1.066
42 H 0.19322 -0.74470 -3.08141  C38 1.078
43 H 0.91155 -1.22517 -4.65309  C38 1.087
44 H 0.06209 0.28101 -4.56163  C38 1.084
45 C 2.20562 -0.46087 4.03413  S46 1.773, H49 1.092, H50 1.097, H51 1.092
46 S 1.12261 -0.44164 5.43838  C45 1.773, O47 1.481, C48 1.752
47 O -0.06972 0.27954 4.93654  S46 1.481
48 C 0.86292 -2.17416 5.40441  S46 1.752, H52 1.097, H53 1.057, H54 1.096
49 H 1.49868 -0.56679 3.20910  C45 1.092
50 H 3.01248 -1.20249 4.07059  C45 1.097
51 H 2.62088 0.54937 4.01814  C45 1.092
52 H 1.84303 -2.56913 5.69756  C48 1.097
53 H 0.66793 -2.52624 4.42666  C48 1.057
54 H 0.12048 -2.46274 6.15710  C48 1.096
55 C -4.41537 -0.86247 0.84731  O56 1.430, H61 1.109, H62 1.071, H63 1.093
56 O -4.19145 -0.01185 1.97431  C55 1.430, C57 1.336
57 C -3.85486 -0.71543 3.05854  O56 1.336, O58 1.212, O59 1.338
58 O -3.57164 -1.89183 3.12951  C57 1.212
59 O -3.63898 0.16671 4.04115  C57 1.338, C60 1.405
60 C -3.08782 -0.41720 5.19351  O59 1.405, H64 1.086, H65 1.100, H66 1.092
61 H -4.96706 -0.23086 0.12174  C55 1.109
62 H -4.98752 -1.74774 1.03868  C55 1.071
63 H -3.51485 -1.16880 0.30962  C55 1.093
64 H -3.88351 -1.06853 5.54277  C60 1.086
65 H -2.83476 0.40805 5.87599  C60 1.100
66 H -2.18043 -0.96345 4.92901  C60 1.092
67 C 3.38432 -2.20693 0.58958  O68 1.416, H73 1.110, H74 1.094, H75 1.098
68 O 4.04829 -3.45498 0.67274  C67 1.416, C69 1.308
69 C 4.61979 -3.72757 1.81757  O68 1.308, O70 1.206, O71 1.310
70 O 4.71099 -3.04496 2.80714  C69 1.206
71 O 5.21416 -4.89519 1.79243  C69 1.310, C72 1.396
72 C 5.94824 -5.25406 2.92438  O71 1.396, H76 1.102, H77 1.103, H78 1.083
73 H 2.85149 -2.22324 -0.38356  C67 1.110
74 H 4.07870 -1.36189 0.58612  C67 1.094
75 H 2.53756 -2.12110 1.28325  C67 1.098
76 H 6.68792 -4.46575 3.13962  C72 1.102
77 H 6.51908 -6.16004 2.65972  C72 1.103
78 H 5.32513 -5.29877 3.80921  C72 1.083
79 C 1.87373 4.35409 -6.88728  O80 1.471, H85 1.075, H86 1.108, H87 1.093
80 O 1.30464 3.01298 -6.68206  C79 1.471, C81 1.331
81 C -0.02356 3.09514 -6.66062  O80 1.331, O82 1.216, O83 1.366
82 O -0.66747 4.12661 -6.68870  C81 1.216
83 O -0.56307 1.85472 -6.47204  C81 1.366, C84 1.387
84 C -1.94416 1.72673 -6.49521  O83 1.387, H88 1.088, H89 1.047, H90 1.102
85 H 2.92178 4.19818 -7.06771  C79 1.075
86 H 1.71551 4.89663 -5.93425  C79 1.108
87 H 1.42911 4.95649 -7.68328  C79 1.093
88 H -2.43719 2.02446 -7.41874  C84 1.088
89 H -2.38728 2.24551 -5.70120  C84 1.047
90 H -2.08625 0.66429 -6.24044  C84 1.102
91 C 1.90424 -3.97137 -2.75700  O92 1.417, H97 1.075, H98 1.129, H99 1.089
92 O 0.76361 -3.39146 -3.36532  C91 1.417, C93 1.344
93 C -0.34996 -3.98702 -2.90495  O92 1.344, O94 1.182, O95 1.305
94 O -0.34395 -4.97893 -2.26202  C93 1.182
95 O -1.37149 -3.25445 -3.25644  C93 1.305, C96 1.427
96 C -2.62707 -3.84635 -2.92612  O95 1.427, H100 1.116, H101 1.066, H102 1.049
97 H 1.72150 -4.56627 -1.88104  C91 1.075
98 H 2.65410 -3.16404 -2.51182  C91 1.129
99 H 2.45017 -4.56645 -3.48691  C91 1.089
100 H -2.52486 -4.84395 -2.43719  C96 1.116
101 H -3.07362 -4.18330 -3.83380  C96 1.066
102 H -3.14851 -3.26521 -2.22568  C96 1.049


Entry 3:
The molecule C5H8N2, computed with ωB97M-V with the def2-TZVPD basis set.

Values from the calculation:
maximum force: 1.0 eV/A
SMILES: [H]/N=C/C(N)=C=CC
Kohn-Sham gap: 8.91 eV
LUMO level: 0.0335 Ha
energy above the lowest of the compared OMol25 structures with the same formula, charge and spin: 60.2 kcal/mol
E_tot: -8292.38632 eV
charge: 0
HOMO level: -8.00 eV

Each atom is followed by the atoms it is bonded to, with distances in Å.
Element x y z (Å)
1 H 0.22732 2.98414 0.84152  N2 1.017
2 N 0.21595 1.99451 0.60632  H1 1.017, C3 1.274
3 C -0.96678 1.60539 0.33707  N2 1.274, C4 1.479, H9 1.097
4 C -1.22183 0.19132 -0.01264  C3 1.479, N5 1.407, C6 1.317
5 N -2.55432 -0.24201 -0.14188  C4 1.407, H10 1.011, H11 1.012
6 C -0.12685 -0.51625 -0.19707  C4 1.317, C7 1.303
7 C 1.00092 -0.91504 -0.71301  C6 1.303, C8 1.502, H12 1.085
8 C 2.30902 -1.19829 -0.03213  C7 1.502, H13 1.093, H14 1.092, H15 1.100
9 H -1.85882 2.23791 0.41870  C3 1.097
10 H -3.16850 0.02229 0.61606  N5 1.011
11 H -2.63707 -1.23022 -0.34445  N5 1.012
12 H 0.84025 -1.14840 -1.76011  C7 1.085
13 H 2.24300 -0.98647 1.03823  C8 1.093
14 H 2.59626 -2.24028 -0.18746  C8 1.092
15 H 3.12201 -0.57535 -0.43410  C8 1.100